[1]
Here is a 2-piece molecular cluster, C2H10NOS overall from the Open Molecules 2025 dataset. Energies are from ωB97M-V with the def2-TZVPD basis set.

Frontier orbital gap in eV: 9.44
LUMO in eV: -3.74
Relative energy (zero: lowest compared OMol25 entry of this formula, charge and spin) in kcal/mol: 45.7
Energy in eV: -16600.704
Total charge: +1
HOMO energy in eV: -13.2

Last column: natural (NBO) charge in e.
Geometry (Å):
1 C -1.106 0.475 0.594  -0.24
2 C -0.202 -0.552 1.307  -0.58
3 S -1.192 -1.485 2.506  0.04
4 N -0.451 1.268 -0.593  -0.65
5 H -1.487 1.199 1.399  0.24
6 H -2.011 0.070 0.335  0.24
7 H 0.750 -0.132 1.861  0.25
8 H 0.284 -1.150 0.476  0.24
9 H -1.647 -0.489 3.367  0.15
10 H -0.789 0.801 -1.406  0.43
11 H 0.436 1.089 -0.776  0.44
12 H -0.825 2.142 -0.747  0.44
13 H 2.381 -1.552 -2.350  0.46
14 H 3.365 -0.905 -3.150  0.48
15 O 2.495 -0.781 -2.823  -0.94

[2]
Here is one molecule with the formula C5H5Cl2N from the Open Molecules 2025 dataset. Energies are from ωB97M-V with the def2-TZVPD basis set.

Frontier orbital gap in eV: 11.31
Structure (SMILES): N#C[C@]1(CCl)C[C@H]1Cl
LUMO in eV: 0.61
Relative energy (zero: lowest compared OMol25 entry of this formula, charge and spin) in kcal/mol: 34.6
Energy in eV: -31799.593
Total charge: 0
HOMO energy in eV: -10.7

Last column: natural (NBO) charge in e.
Geometry (Å):
1 N -0.087 -2.724 0.897  -0.29
2 C -0.079 -1.628 0.483  0.28
3 C 0.032 -0.247 0.108  -0.24
4 C 1.451 0.234 0.146  -0.34
5 Cl 1.715 0.932 1.834  -0.09
6 C -1.180 0.595 0.352  -0.39
7 C -0.914 0.122 -1.013  -0.17
8 Cl -0.418 1.284 -2.298  -0.03
9 H 1.666 1.074 -0.575  0.25
10 H 2.130 -0.716 0.074  0.26
11 H -1.962 0.131 0.935  0.25
12 H -0.942 1.673 0.583  0.26
13 H -1.412 -0.731 -1.527  0.25

[3]
Here is a 2-piece molecular cluster, C7H4N2O4 overall from the Open Molecules 2025 dataset. Energies are from ωB97M-V with the def2-TZVPD basis set.

Frontier orbital gap in eV: 6.61
LUMO in eV: 6.44
Relative energy (zero: lowest compared OMol25 entry of this formula, charge and spin) in kcal/mol: 42.3
Energy in eV: -18491.866
Total charge: -2
HOMO energy in eV: -0.2

Last column: natural (NBO) charge in e.
Geometry (Å):
1 C 1.836 -1.204 -0.010  0.32
2 C 1.812 0.834 -1.220  0.34
3 C -1.598 -1.378 0.226  0.79
4 C -1.166 1.125 -0.848  0.77
5 C -0.203 0.586 1.362  -0.66
6 C 1.328 -0.453 -1.014  -0.76
7 C -1.014 0.130 0.116  0.04
8 N 2.352 -1.805 0.832  -0.55
9 N 2.386 1.861 -1.228  -0.56
10 O -1.828 -1.720 1.373  -0.75
11 O -0.889 1.765 -1.853  -0.61
12 O -1.675 -1.972 -0.839  -0.75
13 O -2.233 0.989 -0.074  -0.53
14 H -0.068 -0.219 2.161  0.25
15 H -0.813 1.388 1.854  0.19
16 H 0.829 1.006 1.084  0.23
17 H 0.943 -0.933 -1.922  0.25

[4]
Here is C2H2I4 as an isolated structure from the Open Molecules 2025 dataset. Energies are from ωB97M-V with the def2-TZVPD basis set.

Frontier orbital gap in eV: 8.14
LUMO in eV: -1.08
Relative energy (zero: lowest compared OMol25 entry of this formula, charge and spin) in kcal/mol: 20.1
Energy in eV: -34507.163
Total charge: 0
HOMO energy in eV: -9.2

Last column: natural (NBO) charge in e.
Geometry (Å):
1 C 1.022 -0.251 0.220  -0.57
2 C -0.791 0.009 -0.080  -0.69
3 I 1.974 1.657 0.287  0.18
4 I -1.972 -1.690 0.596  0.21
5 I -0.772 0.128 -2.190  0.21
6 I -1.702 1.878 0.756  0.20
7 H 1.290 -0.850 -0.695  0.24
8 H 0.952 -0.881 1.106  0.22

> The lowest relative energy (zero: lowest compared OMol25 entry of this formula, charge and spin) belongs to which entry?

C2H2I4

> Which formula does entry 1 have?

C2H10NOS

> Which formula does entry 3 have?

C7H4N2O4

> What is the HOMO energy in the third record?

-0.2 eV